DFT (ωB97M-V/def2-TZVPD) results for one molecule with the formula C19H29NO5S in a non-equilibrium geometry.

Output
SMILES	CCCS(=O)(=O)N1CCC(Cc2ccc(OC)cc2)(C(=O)OCC)CC1
max |F|	1.0	eV Å⁻¹
LUMO	0.63	eV
gap between HOMO and LUMO	0.3369	hartree
total charge	0
ΔE to the lowest compared entry with this formula, charge and spin	30.7	kJ/mol

Last columns: bonded neighbours and bond lengths (Å).
Cartesian coordinates (Å):
1 C 5.03196 3.04658 -0.45456  H2 1.087, H3 1.086, H4 1.088, C5 1.523
2 H 5.92918 3.46550 -0.00561  C1 1.087
3 H 4.22725 3.77206 -0.37594  C1 1.086
4 H 5.22581 2.86058 -1.50890  C1 1.088
5 C 4.63425 1.75812 0.25326  C1 1.523, C6 1.517, H54 1.092, H55 1.094
6 C 3.34638 1.18900 -0.31024  C5 1.517, H7 1.086, H8 1.085, S9 1.834
7 H 3.36537 1.13361 -1.39472  C6 1.086
8 H 3.11807 0.21753 0.11565  C6 1.085
9 S 1.96652 2.32277 0.10558  C6 1.834, O10 1.435, O11 1.435, N12 1.658
10 O 1.84218 3.26838 -0.96621  S9 1.435
11 O 2.16512 2.81548 1.43810  S9 1.435
12 N 0.54447 1.47106 0.13288  S9 1.658, C13 1.437, C29 1.438
13 C 0.16699 0.73408 1.30710  N12 1.437, C14 1.531, H52 1.094, H53 1.091
14 C 0.59181 -0.73559 1.24600  C13 1.531, H15 1.094, H16 1.091, C17 1.548
15 H 1.67762 -0.78357 1.36864  C14 1.094
16 H 0.14614 -1.27604 2.08218  C14 1.091
17 C 0.21456 -1.44716 -0.07620  C14 1.548, C18 1.538, C28 1.540, C34 1.546
18 C 1.23204 -2.59784 -0.14417  C17 1.538, O19 1.205, O20 1.330
19 O 2.30858 -2.50917 -0.67936  C18 1.205
20 O 0.83220 -3.67123 0.53127  C18 1.330, C21 1.431
21 C 1.72962 -4.78481 0.58142  O20 1.431, C22 1.521, H26 1.095, H27 1.092
22 C 1.60783 -5.64905 -0.66445  C21 1.521, H23 1.087, H24 1.086, H25 1.087
23 H 1.91042 -5.08098 -1.54062  C22 1.087
24 H 2.25222 -6.51801 -0.56900  C22 1.086
25 H 0.58029 -5.98040 -0.79357  C22 1.087
26 H 2.75305 -4.41077 0.68545  C21 1.095
27 H 1.44032 -5.33870 1.47659  C21 1.092
28 C 0.46395 -0.54171 -1.29660  C17 1.540, C29 1.530, H32 1.092, H33 1.091
29 C 0.04683 0.91719 -1.09704  N12 1.438, C28 1.530, H30 1.094, H31 1.091
30 H -1.04411 1.00327 -1.08680  C29 1.094
31 H 0.43858 1.53974 -1.90258  C29 1.091
32 H 1.53059 -0.58219 -1.52547  C28 1.092
33 H -0.06964 -0.94727 -2.15760  C28 1.091
34 C -1.20579 -2.05609 -0.05652  C17 1.546, C35 1.502, H50 1.091, H51 1.093
35 C -2.34254 -1.07734 0.02050  C34 1.502, C36 1.392, C40 1.387
36 C -2.86091 -0.68158 1.25068  C35 1.392, C37 1.378, H49 1.080
37 C -3.90607 0.21293 1.32880  C36 1.378, C38 1.396, H48 1.078
38 C -4.47697 0.73874 0.16862  C37 1.396, C39 1.390, O43 1.360
39 C -3.98675 0.32847 -1.06553  C38 1.390, C40 1.385, H42 1.079
40 C -2.93641 -0.57261 -1.12676  C35 1.387, C39 1.385, H41 1.081
41 H -2.58048 -0.88745 -2.09744  C40 1.081
42 H -4.41367 0.69653 -1.98506  C39 1.079
43 O -5.49812 1.61807 0.35365  C38 1.360, C44 1.407
44 C -6.10120 2.19707 -0.77785  O43 1.407, H45 1.095, H46 1.089, H47 1.095
45 H -5.37959 2.76987 -1.36906  C44 1.095
46 H -6.86480 2.87056 -0.39220  C44 1.089
47 H -6.57460 1.44092 -1.41282  C44 1.095
48 H -4.30593 0.52215 2.28139  C37 1.078
49 H -2.44483 -1.08640 2.16193  C36 1.080
50 H -1.26788 -2.73310 0.79694  C34 1.091
51 H -1.31638 -2.65567 -0.96408  C34 1.093
52 H -0.91910 0.81082 1.41585  C13 1.094
53 H 0.64472 1.22928 2.15339  C13 1.091
54 H 4.47717 1.96171 1.31408  C5 1.092
55 H 5.43128 1.01535 0.15750  C5 1.094